No. 1
A gas-phase ion, C4H8NO (charge +1) in a non-equilibrium geometry, computed with wB97M-V/def2-TZVPD.

Each line ends with the natural charge from an NBO analysis.
Positions of all 14 atoms, in Å:
C  -0.1155  -0.5135  0.7651  0.630
C  -2.2665  -0.2134  1.9212  0.077
C  0.1424  1.1201  -1.0558  -0.463
C  1.7506  -0.8473  -0.7500  -0.387
N  0.4457  -0.1971  -0.3733  -0.350
O  -1.0602  -0.1907  1.4628  -0.335
H  -2.3685  0.1816  2.9345  0.206
H  -2.9689  -0.8033  1.5516  0.185
H  -0.1027  0.9784  -2.1164  0.243
H  1.1425  1.5791  -1.2422  0.234
H  -0.5959  1.7905  -0.7621  0.247
H  1.7160  -1.2711  -1.7587  0.245
H  1.9472  -1.6498  -0.0521  0.243
H  2.3337  0.0364  -0.5247  0.225

Output
**E_LUMO (alpha / beta)**: -0.199 / -0.177 Ha
**Energy**: -7802.6367 eV
**ΔE to the lowest compared entry with this formula, charge and spin**: 126.05 kcal per mole
**HOMO level (alpha / beta)**: -13.7564 / -14.2266 eV
**Net charge**: +1


No. 2
A gas-phase ion, C4H8NO (charge +1) in a non-equilibrium geometry, computed with wB97M-V/def2-TZVPD.

Each line ends with the natural charge from an NBO analysis.
Positions of all 14 atoms, in Å:
C  1.7569  -0.0089  -0.0711  0.506
C  -0.1800  -1.4100  0.2045  -0.284
C  0.6274  0.8599  0.0667  -0.158
C  -1.8273  0.4766  -0.1111  -0.266
N  2.9570  0.0438  -0.2008  -0.493
O  -0.5691  0.0322  0.4772  -0.363
H  -0.7348  -1.7303  -0.7170  0.183
H  -0.6147  -2.0338  0.9908  0.203
H  0.6712  1.4169  0.9487  0.268
H  0.2218  1.3151  -0.7638  0.250
H  -1.6606  0.3880  -1.2517  0.208
H  -2.5395  -0.2723  0.2640  0.256
H  -1.7562  1.5896  0.1450  0.236
H  3.6480  -0.6667  0.0187  0.455

Output
**E_LUMO (alpha / beta)**: -0.198 / -0.199 Ha
**Energy**: -7801.9340 eV
**ΔE to the lowest compared entry with this formula, charge and spin**: 142.26 kcal per mole
**HOMO level (alpha / beta)**: -13.5874 / -13.4802 eV
**Net charge**: +1


No. 3
2 unconnected molecules or ions with the total composition C4H8NO in a non-equilibrium geometry, computed with wB97M-V/def2-TZVPD.

Each line ends with the natural charge from an NBO analysis.
Positions of all 14 atoms, in Å:
C  -0.7597  -1.2288  -2.0400  0.106
C  0.2011  -0.9719  2.4381  -0.158
C  -0.1023  -0.3395  0.1051  0.572
C  0.4247  1.9161  -0.4487  -0.298
N  -0.6313  -0.5448  -1.0131  -0.454
O  0.4329  0.7706  0.3682  -0.458
H  -1.6344  -1.1788  -2.8302  0.235
H  0.0561  -1.8650  -2.3276  0.196
H  0.5078  -0.2476  3.1483  0.220
H  0.7132  -1.7531  2.0297  0.201
H  -0.7870  -1.2136  2.4515  0.186
H  -0.5134  2.3504  -0.8876  0.229
H  1.2332  1.6985  -1.1679  0.205
H  0.8594  2.6075  0.1740  0.218

Output
**E_LUMO (alpha / beta)**: -0.226 / -0.225 Ha
**Energy**: -7802.3266 eV
**ΔE to the lowest compared entry with this formula, charge and spin**: 133.20 kcal per mole
**HOMO level (alpha / beta)**: -14.1666 / -14.1858 eV
**Net charge**: +1


No. 4
A gas-phase ion, C4H8NO (charge +1) in a non-equilibrium geometry, computed with wB97M-V/def2-TZVPD.

Each line ends with the natural charge from an NBO analysis.
Positions of all 14 atoms, in Å:
C  0.6728  -3.2400  -0.5438  0.288
C  -0.2959  -0.9906  -0.0415  -0.224
C  0.0557  0.3108  -0.0380  0.237
C  -0.5497  2.5981  -0.4986  -0.261
N  0.4658  -2.0833  0.4262  -0.633
O  -0.8247  1.1898  -0.5433  -0.467
H  1.0805  -3.9901  0.1740  0.086
H  -1.2545  -1.3076  -0.3270  0.242
H  0.8882  0.7447  0.4652  0.194
H  -0.1778  3.0113  -1.4138  0.207
H  0.0795  2.7996  0.3641  0.191
H  -1.6478  2.8873  -0.5549  0.231
H  -0.1620  -2.5756  0.9849  0.444
H  1.3033  -2.0816  1.0325  0.465

Output
**E_LUMO (alpha / beta)**: -0.242 / -0.243 Ha
**Energy**: -7801.5155 eV
**ΔE to the lowest compared entry with this formula, charge and spin**: 151.91 kcal per mole
**HOMO level (alpha / beta)**: -13.5847 / -13.5764 eV
**Net charge**: +1


No. 5
2 unconnected molecules or ions with the total composition C4H8NO in a non-equilibrium geometry, computed with wB97M-V/def2-TZVPD.

Each line ends with the natural charge from an NBO analysis.
Positions of all 14 atoms, in Å:
C  1.4965  0.1992  0.3204  -0.056
C  1.1478  -0.8787  -0.1319  0.155
C  1.8602  1.5108  0.5839  -0.712
C  -2.3663  0.0392  0.1146  0.425
N  0.5463  -1.9889  -0.5023  -0.830
O  -2.1478  -0.0010  -1.1299  -0.502
H  2.7619  1.7142  0.1058  0.248
H  1.3124  2.3698  0.3353  0.246
H  2.1238  1.7128  1.6824  0.244
H  -2.8600  0.7919  0.6723  0.210
H  -2.2731  -0.9161  0.5214  0.207
H  -0.0546  -1.9914  -1.2734  0.391
H  1.1012  -2.8356  -0.3446  0.414
H  -2.5220  0.6610  -1.7451  0.558

Output
**E_LUMO (alpha / beta)**: -0.252 / -0.267 Ha
**Energy**: -7803.2417 eV
**ΔE to the lowest compared entry with this formula, charge and spin**: 112.10 kcal per mole
**HOMO level (alpha / beta)**: -11.7368 / -11.4598 eV
**Net charge**: +1


No. 6
A molecular structure, C4H8NO in a non-equilibrium geometry, computed with wB97M-V/def2-TZVPD.

Each line ends with the natural charge from an NBO analysis.
Positions of all 14 atoms, in Å:
C  -2.0958  -1.1708  -0.1699  0.449
C  1.4418  -0.4926  -0.7702  -0.628
C  0.9412  0.2064  0.5460  -0.457
C  -0.4753  0.6764  0.5113  0.263
N  -1.3969  -0.4220  0.2854  -0.193
O  -0.7351  1.5410  -0.4339  -0.641
H  -2.9569  -1.6366  -0.5961  0.299
H  2.3605  -0.8338  -0.3812  0.238
H  1.5038  0.1001  -1.6715  0.237
H  1.0297  -1.4933  -0.9769  0.212
H  1.5724  1.0114  0.9042  0.260
H  1.1923  -0.5823  1.2124  0.247
H  -0.7992  1.1005  1.7816  0.211
H  -1.5825  1.9957  -0.2412  0.504

Output
**E_LUMO**: -0.173 Ha
**Energy**: -7805.0573 eV
**ΔE to the lowest compared entry with this formula, charge and spin**: 70.23 kcal per mole
**HOMO level**: -15.5619 eV
**Net charge**: +1


No. 7
A gas-phase ion, C4H8NO (charge +1) in a non-equilibrium geometry, computed with wB97M-V/def2-TZVPD.

Each line ends with the natural charge from an NBO analysis.
Positions of all 14 atoms, in Å:
C  1.5604  1.1241  1.2077  0.153
N  0.5566  0.4305  1.0070  -0.255
C  -0.0865  -0.7058  1.5263  -0.245
C  -0.4939  -0.1944  0.1772  0.296
O  -0.1581  -0.8427  -0.9658  -0.475
C  -0.7401  -0.4412  -2.1355  -0.270
H  1.6832  1.9550  0.6370  0.207
H  2.1258  1.2301  2.1677  0.234
H  -0.8275  -0.4091  2.3446  0.264
H  0.4556  -1.5533  1.5647  0.256
H  -1.3235  0.4985  0.0280  0.226
H  -0.6912  -1.2487  -2.9836  0.234
H  -0.2380  0.4001  -2.4972  0.184
H  -1.8229  -0.2431  -2.0781  0.191

Output
**E_LUMO**: -0.189 Ha
**Energy**: -7804.8863 eV
**ΔE to the lowest compared entry with this formula, charge and spin**: 74.17 kcal per mole
**SMILES**: C=[N+]1C[C@@H]1OC
**HOMO level**: -15.1346 eV
**Net charge**: +1


No. 8
A gas-phase ion, C4H8NO (charge +1) in a non-equilibrium geometry, computed with wB97M-V/def2-TZVPD.

Each line ends with the natural charge from an NBO analysis.
Positions of all 14 atoms, in Å:
C  -1.1291  -1.4832  0.1467  -0.066
C  0.1516  -0.3766  -1.4215  0.456
C  -0.1687  -0.5100  -0.0927  -0.203
C  0.6639  0.2883  0.9331  -0.240
N  0.0937  1.5495  1.0557  -0.793
O  0.7891  0.6415  -1.8373  -0.568
H  -1.8486  -1.8150  -0.5884  0.224
H  -1.1241  -1.9204  1.0812  0.217
H  0.0042  -1.2887  -2.1451  0.221
H  1.7558  0.4555  0.6834  0.217
H  0.6880  -0.0992  1.8855  0.234
H  -0.5716  1.6046  1.7861  0.381
H  1.3817  0.6071  -2.6037  0.551
H  -0.2229  1.9656  0.1726  0.368

Output
**E_LUMO (alpha / beta)**: -0.237 / -0.237 Ha
**Energy**: -7805.5002 eV
**ΔE to the lowest compared entry with this formula, charge and spin**: 60.02 kcal per mole
**HOMO level (alpha / beta)**: -13.2816 / -13.2811 eV
**Net charge**: +1


No. 9
A gas-phase ion, C4H8NO (charge +1) in a non-equilibrium geometry, computed with wB97M-V/def2-TZVPD.

Each line ends with the natural charge from an NBO analysis.
Positions of all 14 atoms, in Å:
C  1.8224  0.4935  0.2740  -0.703
C  0.3659  0.8241  0.0521  0.343
N  -0.5909  -0.0405  -0.1730  -0.344
C  -0.3946  -1.4107  -0.1854  -0.472
C  -1.9425  0.5881  -0.1781  0.542
O  -2.8318  0.1948  0.4993  -0.389
H  2.0141  -0.5853  0.1448  0.260
H  2.3969  1.1498  -0.4435  0.296
H  2.0568  0.9690  1.2029  0.288
H  0.0126  1.8296  0.2854  0.230
H  -0.2741  -1.9610  0.7771  0.267
H  0.5421  -1.6971  -0.7524  0.248
H  -1.2165  -1.8980  -0.6965  0.259
H  -1.9603  1.5439  -0.8066  0.176

Output
**E_LUMO**: -0.203 Ha
**Energy**: -7806.9980 eV
**ΔE to the lowest compared entry with this formula, charge and spin**: 25.48 kcal per mole
**SMILES**: C/C=[N+](\C)C=O
**HOMO level**: -16.1733 eV
**Net charge**: +1


No. 10
A molecular structure, C4H8NO in a non-equilibrium geometry, computed with wB97M-V/def2-TZVPD.

Each line ends with the natural charge from an NBO analysis.
Positions of all 14 atoms, in Å:
C  -1.9848  -0.4870  -0.1050  -0.435
C  -1.1890  0.7601  -0.2518  -0.237
C  -0.5415  -1.1080  0.1888  0.254
C  1.7554  0.3989  0.2829  0.151
N  0.0084  0.0298  0.1039  -0.267
O  2.8786  -0.1139  -0.4427  -0.655
H  -2.7651  -0.5681  0.6018  0.267
H  -2.4049  -0.7602  -1.1162  0.267
H  -1.0839  1.2208  -1.2267  0.240
H  -1.5470  1.6058  0.3988  0.247
H  -0.0069  -1.9466  0.4852  0.225
H  1.6113  1.3957  -0.1993  0.206
H  3.4019  -0.9149  -0.0885  0.520
H  1.8676  0.4875  1.3687  0.216

Output
**E_LUMO**: -0.155 Ha
**Energy**: -7805.1173 eV
**ΔE to the lowest compared entry with this formula, charge and spin**: 68.85 kcal per mole
**HOMO level**: -16.0096 eV
**Net charge**: +1


No. 11
A gas-phase ion, C4H8NO (charge +1) in a non-equilibrium geometry, computed with wB97M-V/def2-TZVPD.

Each line ends with the natural charge from an NBO analysis.
Positions of all 14 atoms, in Å:
C  -1.3006  1.7249  -0.2733  -0.295
C  -0.3623  0.8964  -0.0426  0.047
N  0.4506  0.6311  1.1225  -0.648
C  0.4123  -0.3033  -0.2932  0.521
C  -0.1312  -1.7220  -0.1841  -0.701
O  1.5975  -0.1609  -0.8677  -0.634
H  -1.6377  2.4657  0.3515  0.237
H  -1.7841  1.8379  -1.3400  0.263
H  1.2174  1.2787  0.9841  0.438
H  -0.1094  0.6218  1.9712  0.444
H  -1.1940  -1.6708  -0.0410  0.258
H  0.4644  -2.4131  0.5094  0.272
H  0.1452  -2.3399  -1.1333  0.282
H  2.2317  -0.8463  -0.7636  0.516

Output
**E_LUMO**: -0.121 Ha
**Energy**: -7805.7407 eV
**ΔE to the lowest compared entry with this formula, charge and spin**: 54.47 kcal per mole
**SMILES**: C=C1[NH2+][C@]1(C)O
**HOMO level**: -15.7627 eV
**Net charge**: +1


No. 12
A gas-phase ion, C4H8NO2 (charge -1) in a non-equilibrium geometry, computed with wB97M-V/def2-TZVPD.

Each line ends with the natural charge from an NBO analysis.
Positions of all 15 atoms, in Å:
C  -1.4734  -1.2446  -0.7535  -0.459
N  -0.0472  -1.5644  -0.5187  -0.655
C  0.6860  -0.3220  -0.1099  -0.137
C  1.1185  0.5084  -1.3968  -0.642
C  0.0195  0.6797  0.9483  0.765
O  0.9254  1.1261  1.7030  -0.779
O  -1.1577  1.0063  0.7940  -0.766
H  -1.7104  -1.1070  -1.7693  0.152
H  -1.8746  -0.3521  -0.2498  0.278
H  -2.1328  -2.0945  -0.3642  0.153
H  0.4746  -1.9539  -1.3041  0.336
H  1.7431  -0.7145  0.3487  0.173
H  0.2051  0.8668  -1.9189  0.193
H  1.6164  1.4531  -1.1209  0.212
H  1.7643  0.0640  -2.0948  0.177

Output
**E_LUMO**: 0.154 Ha
**Energy**: -9863.1686 eV
**ΔE to the lowest compared entry with this formula, charge and spin**: 37.31 kcal per mole
**SMILES**: CN[C@@H](C)C(=O)[O-]
**HOMO level**: -3.9717 eV
**Net charge**: -1


No. 13
A gas-phase ion, C4H8NO2 (charge -1) in a non-equilibrium geometry, computed with wB97M-V/def2-TZVPD.

Each line ends with the natural charge from an NBO analysis.
Positions of all 15 atoms, in Å:
O  2.0740  0.9916  -2.2194  -0.589
C  1.4108  0.6975  -1.2459  0.431
C  1.4324  -0.5280  -0.3678  -0.522
C  0.3841  -0.4767  0.7156  -0.260
N  -0.9533  -0.7118  0.1390  -0.701
C  -1.9120  0.4988  0.4067  0.148
O  -1.3231  1.6374  0.1191  -0.923
H  0.4162  1.1986  -1.1997  0.172
H  2.4590  -0.4654  0.0363  0.197
H  1.4019  -1.3765  -1.0363  0.228
H  0.6113  -1.1513  1.5491  0.161
H  0.3108  0.5043  1.2053  0.224
H  -1.3368  -1.4602  0.7141  0.318
H  -2.2156  0.3042  1.4770  0.029
H  -2.7599  0.3375  -0.2930  0.087

Output
**E_LUMO**: 0.152 Ha
**Energy**: -9861.6156 eV
**ΔE to the lowest compared entry with this formula, charge and spin**: 73.13 kcal per mole
**SMILES**: O=CCCNC[O-]
**HOMO level**: -2.7962 eV
**Net charge**: -1


No. 14
A gas-phase ion, C4H8NO2 (charge -1) in a non-equilibrium geometry, computed with wB97M-V/def2-TZVPD.

Each line ends with the natural charge from an NBO analysis.
Positions of all 15 atoms, in Å:
H  1.9853  0.2964  -1.7814  0.333
N  1.0363  0.3151  -1.2760  -1.036
C  1.3112  -0.1038  -0.0246  0.610
O  2.3409  0.1656  0.6359  -0.765
C  0.3021  -0.9998  0.6897  -0.493
C  -0.9768  -0.2091  1.1033  -0.423
C  -1.9639  -0.0984  -0.1432  -0.045
O  -1.6214  0.9613  -0.9783  -0.767
H  0.6834  -1.4573  1.6292  0.196
H  -0.0331  -1.7335  -0.0453  0.199
H  -0.7324  0.8681  1.3289  0.203
H  -1.2633  -0.7046  2.0842  0.189
H  -2.9660  -0.1174  0.3508  0.141
H  -2.0475  -1.0763  -0.6838  0.135
H  -0.6729  1.1706  -0.9623  0.522

Output
**E_LUMO**: 0.152 Ha
**Energy**: -9862.7246 eV
**ΔE to the lowest compared entry with this formula, charge and spin**: 47.55 kcal per mole
**SMILES**: [H]/N=C(\[O-])CCCO
**HOMO level**: -3.2146 eV
**Net charge**: -1


No. 15
2 unconnected molecules or ions with the total composition C4H8NO2 in a non-equilibrium geometry, computed with wB97M-V/def2-TZVPD.

Each line ends with the natural charge from an NBO analysis.
Positions of all 15 atoms, in Å:
C  0.4439  0.1516  -1.0466  -0.728
C  1.6795  -0.4889  -0.4715  0.499
C  1.6780  -1.0183  0.9607  -0.726
N  2.8665  -0.3466  -1.0713  -0.895
C  -3.7604  0.8623  0.4269  0.623
O  -3.2733  1.0326  -0.7085  -0.799
O  -3.2164  0.3915  1.4454  -0.798
H  -0.1010  -0.4351  -1.7816  0.262
H  -0.2222  0.4059  -0.2195  0.258
H  0.7695  1.0720  -1.5248  0.233
H  2.7773  0.5522  -0.4664  0.387
H  0.7825  -1.5449  1.2891  0.233
H  1.8701  -0.1721  1.6177  0.239
H  2.5145  -1.7131  0.9865  0.230
H  -4.8086  1.2510  0.5641  -0.019

Output
**E_LUMO**: 0.115 Ha
**Energy**: -9861.0403 eV
**ΔE to the lowest compared entry with this formula, charge and spin**: 86.39 kcal per mole
**HOMO level**: -4.1064 eV
**Net charge**: -1


No. 16
A gas-phase ion, C4H8NO2 (charge -1) in a non-equilibrium geometry, computed with wB97M-V/def2-TZVPD.

Each line ends with the natural charge from an NBO analysis.
Positions of all 15 atoms, in Å:
C  2.2327  0.3756  -0.1388  -0.628
C  1.3762  -0.7257  0.4177  -0.480
C  -0.0078  -0.2656  1.0917  0.655
O  -0.2532  -0.5033  2.2953  -0.718
N  -0.9770  0.1885  0.2471  -0.740
C  -0.9744  0.1261  -1.4899  0.242
O  -1.7698  0.8028  -2.1167  -0.812
H  3.2451  0.2365  -0.1707  0.193
H  2.2141  1.1267  0.6717  0.198
H  1.6452  0.6235  -1.0348  0.225
H  2.0061  -1.2346  1.0708  0.200
H  1.0108  -1.4723  -0.3553  0.204
H  -1.9274  0.4723  0.5888  0.373
H  -1.0374  -1.0075  -1.8135  0.041
H  0.1057  0.4773  -1.3992  0.046

Output
**E_LUMO**: 0.146 Ha
**Energy**: -9861.8766 eV
**ΔE to the lowest compared entry with this formula, charge and spin**: 67.11 kcal per mole
**SMILES**: CCC(=O)NC[O-]
**HOMO level**: -3.3314 eV
**Net charge**: -1